Here is a cluster of 8 separate species, C37H59NO21 in total from the OMol25 dataset. Energies are from the ωB97M-V functional and the def2-TZVPD basis.

Output
SMILES string: O=C1C=C(O)C(=O)C=C1O.O=C1C=C(O)C(=O)C=C1O.O=C1C=C(O)C(=O)C=C1O.CN(C)C=O.COCCOC.COCCOC.COCCOC.COCCOC
E_LUMO in eV: -1.822
Charge: 0
Strongest force on any atom in eV/Å: 4.67
2S+1: 1

The geometry in XYZ format:
```
118
C37H59NO21 the ωB97M-V functional and the def2-TZVPD basis
C -0.943 -5.480 7.067
O -0.240 -6.107 5.958
C 1.082 -6.572 6.313
C 2.103 -5.447 6.576
O 2.239 -4.433 5.540
C 3.087 -3.243 5.812
H -2.020 -5.314 7.052
H -0.686 -4.443 7.284
H -0.550 -5.933 7.978
H 1.476 -7.210 5.522
H 1.146 -7.243 7.170
H 3.047 -5.951 6.782
H 1.755 -4.891 7.446
H 2.517 -2.617 6.498
H 3.291 -2.815 4.831
H 4.085 -3.536 6.138
C 1.417 -7.571 -5.638
O 0.009 -7.866 -5.699
C -0.384 -8.977 -4.954
C -1.878 -9.261 -5.135
O -2.106 -9.695 -6.475
C -2.122 -8.763 -7.583
H 1.848 -8.014 -4.741
H 1.666 -6.512 -5.698
H 1.982 -8.062 -6.431
H -0.129 -8.822 -3.906
H 0.180 -9.827 -5.339
H -2.456 -8.380 -4.855
H -2.103 -10.021 -4.387
H -3.078 -8.601 -8.082
H -1.477 -9.217 -8.335
H -1.817 -7.742 -7.351
C 3.483 4.385 -6.194
O 2.198 3.937 -5.878
C 1.316 3.904 -7.027
C -0.014 3.087 -6.784
O 0.126 1.808 -6.111
C 0.438 0.840 -7.177
H 3.884 3.977 -7.122
H 4.134 4.196 -5.340
H 3.556 5.462 -6.343
H 1.868 3.326 -7.768
H 0.937 4.865 -7.374
H -0.541 2.915 -7.723
H -0.541 3.755 -6.103
H 1.013 0.050 -6.693
H 0.888 1.348 -8.029
H -0.478 0.427 -7.599
C 9.875 4.907 3.549
O 9.205 4.699 2.243
C 7.823 4.391 2.223
C 7.315 4.370 0.789
O 7.965 3.390 -0.028
C 8.235 2.129 0.609
H 10.094 3.980 4.080
H 9.339 5.630 4.163
H 10.822 5.413 3.362
H 7.355 5.215 2.761
H 7.782 3.417 2.711
H 7.466 5.398 0.458
H 6.263 4.098 0.709
H 7.399 1.715 1.171
H 9.102 2.283 1.251
H 8.578 1.483 -0.200
C -7.444 -2.423 -2.842
O -8.242 -3.258 -3.075
N -6.276 -2.305 -3.480
C -5.327 -1.287 -2.989
C -5.736 -3.233 -4.467
H -7.706 -1.682 -2.070
H -5.820 -0.597 -2.304
H -4.907 -0.763 -3.847
H -4.610 -1.934 -2.484
H -6.574 -3.858 -4.776
H -5.176 -2.861 -5.325
H -5.124 -3.899 -3.859
C 1.251 10.145 2.919
C 1.496 11.490 2.800
C 2.129 12.000 1.484
O 2.187 13.167 1.225
C 2.330 11.040 0.454
C 2.076 9.739 0.614
C 1.415 9.137 1.831
O 0.999 7.971 1.888
O 2.121 8.886 -0.452
O 1.478 12.284 3.934
H 0.977 9.782 3.899
H 2.963 11.289 -0.385
H 1.934 8.003 -0.125
H 1.954 13.113 3.843
C -9.632 -0.247 5.139
C -10.201 -0.317 6.333
C -9.720 0.340 7.619
O -10.347 0.481 8.659
C -8.306 0.759 7.455
C -7.674 0.705 6.324
C -8.323 0.411 4.954
O -7.804 0.777 3.953
O -6.331 0.946 6.181
O -11.355 -1.099 6.452
H -10.012 -0.699 4.234
H -7.802 0.942 8.393
H -6.090 1.138 5.271
H -11.338 -1.321 7.386
C 0.900 -2.253 -0.644
C 0.163 -2.328 0.503
C -0.449 -1.211 1.175
O -1.262 -1.211 2.097
C -0.147 0.079 0.579
C 0.739 0.176 -0.446
C 1.362 -0.983 -1.114
O 2.290 -0.895 -1.914
O 0.920 1.374 -1.103
O -0.385 -3.550 0.882
H 0.976 -3.171 -1.209
H -0.478 1.030 0.971
H 1.167 1.295 -2.027
H -1.057 -3.347 1.537
```